The following is a DFT calculation (ωB97M-V/def2-TZVPD) of an isolated molecule of C3H6S3 at a distorted geometry.

Each line ends with the natural charge from an NBO analysis.
CARTESIAN COORDINATES (ANGSTROEM)
S 1.93 -1.63 -0.40  -0.05
S -3.16 -0.02 -0.50  -0.01
S 1.87 1.41 -0.28  -0.05
C -0.31 -0.35 -0.44  -0.30
C 0.98 -0.20 0.22  -0.41
C -1.44 -0.05 0.15  -0.28
H 3.29 -1.16 -0.58  0.16
H 0.91 2.23 0.10  0.12
H -1.33 0.17 1.22  0.21
H -3.67 0.52 0.73  0.15
H 1.06 -0.22 1.26  0.22
H -0.11 -0.70 -1.48  0.24

Highest occupied orbital energy = -8.886 eV
HOMO-LUMO gap = 0.347 Eh
Total charge = 0
E_LUMO = 0.55 eV
Structure (SMILES) = S/C=C/C(S)S
Multiplicity = 1


The following is a DFT calculation (ωB97M-V/def2-TZVPD) of a structure of composition C35H52AsOP3Sc at a distorted geometry.

Each line ends with the Mulliken charge.
CARTESIAN COORDINATES (ANGSTROEM)
As -0.83 0.10 1.52  1.89
Sc 0.65 0.42 -0.70  -2.91
P -0.49 2.53 -1.72  1.12
P 2.65 1.28 0.78  0.91
P 2.41 0.03 -2.51  1.22
O -0.52 -0.68 -1.68  1.77
C -3.29 -0.79 0.23  -0.47
C -2.77 1.29 3.33  -0.27
C -2.09 -1.43 -4.87  -0.85
C 1.03 -2.90 3.84  -0.24
C -2.78 -2.03 2.24  0.21
C -1.08 -1.49 -2.73  0.65
C -1.62 1.53 2.57  0.16
C -4.48 -1.51 0.09  -0.62
C -0.19 -4.44 0.15  -0.52
C -0.56 -3.22 -4.26  -0.78
C 3.34 2.86 0.21  -1.16
C -2.63 3.51 4.30  -0.69
C 4.07 0.14 0.88  -1.25
C -3.26 2.26 4.22  -0.89
C 3.04 -1.66 -2.30  -0.98
C 0.81 3.38 -2.78  -1.09
C 0.47 -2.17 2.80  0.06
C -2.00 -0.91 -3.59  -1.04
C 0.62 -1.04 5.36  -0.66
C -1.96 2.42 -2.81  -1.36
C -0.99 3.97 -0.63  -1.18
C 0.11 -0.29 4.30  -0.49
C -1.00 2.80 2.64  0.09
C 1.14 -4.46 0.29  -0.42
C -4.83 -2.49 1.03  -0.76
C 3.88 1.04 -2.82  -1.34
C 2.48 1.60 2.56  -0.98
C -0.01 -0.87 3.02  -0.17
C -2.43 -1.06 1.32  0.15
C -1.30 -2.54 -5.22  -0.85
C 1.67 -0.04 -4.17  -0.80
C -1.51 3.79 3.50  -1.42
C -3.96 -2.76 2.11  -0.77
C 1.10 -2.34 5.14  -0.82
C -0.42 -2.69 -2.99  -0.32
H 2.21 -2.39 -2.35  0.15
H -0.67 -5.06 -0.60  0.36
H 4.76 0.44 1.68  0.51
H 2.53 3.60 0.07  0.23
H -2.75 1.83 -2.32  0.33
H 1.42 -3.90 3.66  0.48
H 4.63 0.06 -0.06  0.35
H 1.80 2.44 2.75  0.38
H -3.29 0.34 3.26  0.49
H 3.47 1.84 3.00  0.66
H 3.56 -1.81 -1.34  0.29
H 3.86 2.79 -0.76  0.32
H 0.33 4.12 -3.43  0.55
H 4.05 3.27 0.96  0.49
H -0.60 0.73 -1.92  0.78
H -2.31 3.46 -2.95  0.59
H -1.72 1.95 -3.79  0.38
H -0.85 -4.00 0.92  0.29
H -0.11 4.46 -0.20  0.39
H 2.08 0.72 3.08  0.18
H 4.59 1.00 -1.99  0.44
H -1.00 4.77 3.54  0.44
H 0.66 -0.61 6.37  0.43
H -1.35 -2.94 -6.23  0.46
H 0.89 -0.81 -4.24  0.08
H -0.22 0.73 4.46  0.40
H 0.11 -3.22 -2.18  0.38
H -4.21 -3.52 2.83  0.50
H -0.13 3.01 2.00  0.80
H -4.12 2.06 4.86  0.47
H 1.72 -3.95 1.10  0.15
H -5.77 -3.04 0.94  0.41
H -3.00 4.29 4.97  0.42
H 0.35 -2.64 1.82  -0.51
H 1.56 3.91 -2.17  0.36
H 1.27 0.92 -4.48  0.30
H 1.35 2.66 -3.42  0.09
H -1.59 3.58 0.21  0.36
H 1.77 -4.99 -0.46  0.33
H 4.36 0.64 -3.72  0.57
H -2.59 -0.08 -3.23  0.85
H 3.73 -0.88 1.11  0.32
H -3.03 0.00 -0.49  0.31
H -2.67 -0.95 -5.65  0.48
H 3.64 2.10 -3.00  0.36
H -2.11 -2.24 3.09  0.42
H -1.60 4.74 -1.14  0.53
H 1.48 -2.95 5.97  0.41
H 3.73 -1.85 -3.13  0.51
H 2.51 -0.32 -4.82  0.64
H -0.05 -4.17 -4.51  0.46
H -5.16 -1.30 -0.74  0.44

Highest occupied orbital energy = -16.207 eV
HOMO-LUMO gap = 0.203 Eh
Total charge = +3
E_LUMO = -10.68 eV
Multiplicity = 1